Entry 1:
AgH18O9 | ωB97M-V/def2-TZVPD

The geometry in XYZ format:
```
28
Properties=species:S:1:pos:R:3
H -1.228 -3.664 0.850
O -1.157 -2.788 0.391
H -2.863 0.557 -1.280
O 1.223 1.427 1.090
O 2.204 -1.370 0.364
O -1.553 1.799 1.431
H -1.831 2.176 2.229
O 0.255 -0.873 -2.059
O -2.621 -0.235 -0.781
H 1.068 -0.424 -2.108
H 0.156 -1.026 -3.026
H -2.240 -0.921 -1.339
H 2.733 -0.944 0.981
H 2.213 1.680 -1.771
H -0.343 2.789 -1.513
H 2.043 0.945 -0.591
H 0.579 -1.045 3.155
H -0.862 1.520 -2.200
H -0.213 -2.058 2.535
H -1.896 -2.716 -0.127
O -0.525 1.874 -1.408
H 2.752 -1.235 -0.416
H 1.895 1.074 1.622
H -2.187 2.218 0.859
O 2.545 0.923 -1.334
O -0.167 -1.122 2.525
Ag -0.448 -0.123 0.234
H 0.468 1.562 1.687
```

**E_HOMO**: -13.1 eV
**Energy relative to the best compared isomer or geometry (same formula, charge and spin)**: 10.95 kcal/mol
**Charge**: +1
**Gap between HOMO and LUMO**: 9.99 eV

***

Entry 2:
AgI2 | ωB97M-V/def2-TZVPD

The geometry in XYZ format:
```
3
Properties=species:S:1:pos:R:3
I -1.612 -0.463 1.894
Ag 1.753 -0.533 0.028
I -0.141 0.997 -1.922
```

**Spin multiplicity**: 2
**E_HOMO (spin up / spin down)**: -8.7 / -8.6 eV
**Gap between HOMO and LUMO (spin up / spin down)**: 6.54 / 5.29 eV

***

Entry 3:
AlBF4H4O2 | ωB97M-V/def2-TZVPD

The geometry in XYZ format:
```
12
Properties=species:S:1:pos:R:3
H -1.459 -0.215 1.093
O 1.245 -1.377 -3.286
Al 0.154 0.656 -1.733
F 1.096 0.817 3.193
H 2.127 -1.467 -3.695
H 0.826 -2.253 -3.362
F -1.021 0.689 2.341
H -2.604 -0.826 0.176
O -1.758 -0.322 0.143
B 0.281 1.163 2.144
F 0.763 0.589 0.921
F 0.349 2.544 2.065
```

**E_HOMO**: -20.8 eV
**Charge**: +2
**Gap between HOMO and LUMO**: 3.60 eV